Entry 1:
# C42H56FIN3O21S

A cluster of 9 separate species, C42H56FIN3O21S in total (ωB97M-V/def2-TZVPD, the OMol25 dataset).

Structure (XYZ):
```
125
Properties=species:S:1:pos:R:3:lowdin_charge:R:1
C -0.55 -3.29 -0.62 0.1921
C -0.38 -2.40 -1.44 -0.0464
C 0.04 -1.18 -2.26 -0.0832
C -1.04 -0.17 -2.51 -0.0468
C -2.52 -0.33 -1.97 -0.1193
C -3.54 -0.72 -3.14 -0.7945
O -3.16 -0.84 -4.28 -0.0061
I -5.64 -1.02 -2.67 0.8390
C -0.70 1.08 -3.31 0.0370
C -1.82 2.16 -3.60 -0.3768
O -2.32 2.31 -4.70 0.1766
O -2.23 2.95 -2.50 -0.0472
N -1.17 2.99 -1.59 0.0653
C 0.72 1.20 -3.79 0.1150
C 1.71 0.13 -3.46 -0.1747
N 3.07 0.35 -3.92 0.1118
N 1.38 -1.06 -2.72 -0.0304
S 2.67 -2.18 -2.50 0.7880
O 3.31 -2.58 -3.76 -0.2209
O 3.69 -1.48 -1.72 -0.2283
F 2.33 -3.56 -1.71 -0.1415
H -0.71 -4.04 0.20 0.0853
H -2.83 0.70 -1.60 0.1229
H -2.60 -1.03 -1.08 0.1269
H -1.26 2.23 -0.91 0.0990
H -1.25 3.89 -1.09 0.0932
H 1.00 2.11 -4.39 0.1438
H 3.01 1.05 -4.68 0.1123
H 3.54 0.84 -3.12 0.0625
O -4.52 -3.72 1.05 0.0978
C -4.00 -4.78 0.83 -0.4904
O -2.68 -4.93 0.52 -0.0389
C -2.42 -6.31 0.22 -0.1544
C -3.53 -7.08 0.90 -0.1461
C -4.69 -6.11 0.82 -0.0586
H -2.42 -6.44 -0.86 0.1208
H -1.44 -6.59 0.60 0.1242
H -3.73 -8.05 0.43 0.1297
H -3.28 -7.27 1.94 0.0963
H -5.25 -6.21 -0.12 0.1379
H -5.36 -6.22 1.67 0.1344
O 4.31 1.42 -1.76 0.0856
C 3.76 1.83 -0.77 -0.4290
O 2.42 1.99 -0.66 0.0239
C 2.12 2.60 0.61 -0.1483
C 3.31 2.30 1.49 -0.1466
C 4.45 2.28 0.49 -0.0592
H 1.98 3.68 0.46 0.0893
H 1.19 2.18 1.01 0.1291
H 3.44 3.02 2.29 0.1187
H 3.19 1.31 1.94 0.1217
H 4.87 3.27 0.34 0.1033
H 5.22 1.57 0.79 0.1387
O 0.53 5.00 -0.10 0.0838
C 0.75 5.61 -1.11 -0.4629
O -0.21 6.04 -1.96 0.0124
C 0.40 6.63 -3.12 -0.1422
C 1.79 7.02 -2.68 -0.1447
C 2.12 5.95 -1.65 -0.0606
H 0.41 5.89 -3.92 0.1280
H -0.18 7.49 -3.45 0.1143
H 2.51 7.07 -3.50 0.1312
H 1.77 8.00 -2.20 0.0831
H 2.56 5.06 -2.11 0.1357
H 2.76 6.34 -0.86 0.1179
O -0.16 -7.93 -1.43 0.1184
C 0.08 -7.33 -2.44 -0.4768
O -0.87 -6.88 -3.30 0.0229
C -0.24 -6.30 -4.46 -0.1529
C 1.15 -5.93 -4.01 -0.1623
C 1.46 -7.00 -2.97 -0.0697
H -0.24 -7.05 -5.26 0.1322
H -0.81 -5.43 -4.79 0.1267
H 1.87 -5.89 -4.82 0.1256
H 1.14 -4.95 -3.52 0.0873
H 1.89 -7.90 -3.43 0.1391
H 2.10 -6.62 -2.18 0.1249
O -3.77 -9.32 3.03 0.1069
C -3.76 -9.03 4.19 -0.4731
O -3.02 -8.01 4.71 0.0184
C -3.15 -8.00 6.15 -0.1523
C -4.45 -8.73 6.42 -0.1511
C -4.51 -9.74 5.29 -0.0764
H -2.29 -8.51 6.58 0.1333
H -3.18 -6.98 6.51 0.0857
H -4.48 -9.19 7.42 0.1217
H -5.29 -8.04 6.34 0.1251
H -3.98 -10.66 5.54 0.1354
H -5.53 -9.95 4.99 0.1291
O 4.11 5.25 1.09 0.0984
C 5.20 5.74 1.13 -0.4615
O 6.23 5.38 0.32 0.0269
C 7.42 6.08 0.71 -0.1482
C 6.93 7.30 1.46 -0.1551
C 5.66 6.80 2.10 -0.0693
H 8.02 5.42 1.34 0.1322
H 7.99 6.35 -0.18 0.1306
H 7.66 7.69 2.17 0.1234
H 6.69 8.10 0.75 0.1245
H 5.85 6.33 3.07 0.1384
H 4.91 7.59 2.20 0.1320
O 1.35 9.84 -2.43 0.0941
C 0.44 10.13 -1.70 -0.4593
O 0.55 11.01 -0.67 0.0422
C -0.68 11.04 0.07 -0.1534
C -1.73 10.53 -0.89 -0.1534
C -0.95 9.55 -1.74 -0.0826
H -0.58 10.40 0.94 0.1298
H -0.89 12.06 0.40 0.1301
H -2.60 10.09 -0.39 0.1224
H -2.09 11.35 -1.52 0.1250
H -0.93 8.55 -1.30 0.1257
H -1.33 9.51 -2.76 0.1312
O -3.45 -5.10 6.99 0.0975
C -3.21 -4.48 5.98 -0.4713
O -4.16 -4.02 5.13 0.0468
C -3.53 -3.43 3.98 -0.1518
C -2.14 -3.06 4.45 -0.1546
C -1.84 -4.14 5.47 -0.0718
H -3.52 -4.16 3.18 0.1005
H -4.10 -2.55 3.66 0.1321
H -1.41 -3.01 3.63 0.1137
H -2.16 -2.08 4.94 0.1214
H -1.40 -5.03 5.00 0.1344
H -1.20 -3.77 6.27 0.1304
```

Net charge: +1
Energy: -4173.66630 a.u.
Max |F|: 0.1790 hartree/bohr
HOMO: -11.420 eV
Molar mass: 1116.9 g mol⁻¹



Entry 2:
# C42H56N3O3PSbTi

A structure of composition C42H56N3O3PSbTi (ωB97M-V/def2-TZVPD, the OMol25 dataset).

Structure (XYZ):
```
107
Properties=species:S:1:pos:R:3:lowdin_spin:R:1
Ti -0.23 -0.41 0.29 0.6968
O 2.15 -4.00 1.44 -0.0010
C 1.49 -4.87 0.64 0.0001
C 1.92 -6.19 0.64 0.0001
C 1.29 -7.14 -0.14 0.0001
C 0.20 -6.77 -0.94 0.0002
C -0.24 -5.47 -0.94 0.0000
C 0.39 -4.49 -0.16 -0.0003
C -0.12 -3.11 -0.18 0.0000
O 0.48 -2.17 0.51 0.0051
N -1.21 -2.83 -0.84 -0.0085
N -1.57 -1.52 -0.63 -0.0186
C -2.75 -1.15 -1.08 0.1527
C -3.35 0.10 -0.77 0.0093
C -4.68 0.35 -1.13 0.0304
C -5.34 1.50 -0.75 -0.0041
C -4.67 2.45 0.02 0.0372
C -3.34 2.26 0.36 -0.0060
C -2.66 1.10 -0.02 0.0311
O -1.38 0.94 0.29 0.0049
H 1.74 -3.12 1.29 0.0001
H 2.76 -6.45 1.27 0.0000
H 1.65 -8.16 -0.13 0.0000
H -0.29 -7.52 -1.55 0.0000
H -1.07 -5.16 -1.55 0.0001
H -3.31 -1.89 -1.65 0.0070
H -5.20 -0.39 -1.72 0.0010
H -6.37 1.67 -1.04 -0.0011
H -5.18 3.35 0.35 0.0024
H -2.80 3.01 0.93 -0.0011
C -0.57 2.40 3.06 -0.0001
C -0.71 1.07 3.79 -0.0019
C -0.07 1.19 5.17 -0.0007
P -0.08 -0.34 2.73 0.0186
C -0.78 -1.77 3.71 0.0072
C 0.11 -3.01 3.76 0.0005
C -2.12 -2.09 3.03 0.0071
C 1.72 -0.14 2.72 0.0037
C 2.49 -0.14 3.88 -0.0006
C 3.81 0.30 3.90 0.0029
C 4.65 0.25 5.14 0.0005
C 4.33 0.82 2.71 0.0001
C 3.61 0.77 1.53 0.0029
C 2.32 0.22 1.47 0.0047
N 1.65 0.08 0.27 0.0034
C 2.33 -0.22 -0.93 -0.0001
C 1.76 0.17 -2.17 -0.0004
C 0.37 0.75 -2.30 0.0063
C 2.46 0.00 -3.35 0.0005
C 3.71 -0.59 -3.39 -0.0009
C 4.49 -0.72 -4.67 -0.0002
C 4.20 -1.11 -2.20 0.0002
C 3.54 -0.97 -0.99 -0.0011
C 4.15 -1.70 0.18 0.0000
H -1.07 3.20 3.61 0.0000
H -0.99 2.35 2.06 0.0001
H 0.49 2.66 2.97 0.0000
H -1.78 0.85 3.90 0.0001
H 0.97 1.50 5.07 0.0000
H -0.10 0.26 5.73 0.0000
H -0.60 1.95 5.74 -0.0002
H -0.97 -1.41 4.72 0.0005
H 0.06 -3.55 2.82 0.0000
H -0.22 -3.68 4.56 0.0003
H 1.16 -2.75 3.95 0.0001
H -1.94 -2.43 2.00 0.0034
H -2.76 -1.20 2.98 0.0007
H -2.65 -2.87 3.57 0.0004
H 2.06 -0.50 4.80 -0.0001
H 4.03 0.03 6.02 0.0000
H 5.17 1.19 5.30 0.0001
H 5.40 -0.54 5.06 0.0002
H 5.32 1.25 2.71 0.0000
H 4.05 1.16 0.62 0.0001
H 0.40 1.75 -2.74 0.0001
H -0.13 0.81 -1.34 0.0026
H -0.23 0.12 -2.97 0.0009
H 2.01 0.35 -4.28 0.0001
H 3.97 -0.23 -5.50 0.0000
H 4.63 -1.77 -4.93 -0.0001
H 5.48 -0.27 -4.57 0.0000
H 5.13 -1.66 -2.21 0.0000
H 4.51 -2.67 -0.17 0.0000
H 3.44 -1.87 0.98 0.0000
H 5.00 -1.16 0.59 0.0000
C -1.03 5.23 -0.86 -0.0001
C 0.45 4.99 -1.18 0.0001
Sb 1.32 3.34 -0.01 0.0002
C 3.10 3.40 -1.30 0.0000
C 3.96 4.65 -1.18 0.0000
C 2.05 4.73 1.54 -0.0001
C 3.09 4.13 2.47 0.0000
H -1.43 6.03 -1.49 0.0000
H -1.15 5.53 0.18 0.0000
H -1.62 4.33 -1.03 -0.0001
H 1.03 5.89 -0.98 0.0000
H 0.57 4.73 -2.23 0.0000
H 2.71 3.31 -2.32 0.0000
H 3.70 2.51 -1.10 0.0000
H 3.37 5.56 -1.34 0.0000
H 4.76 4.63 -1.93 0.0000
H 4.43 4.72 -0.20 0.0000
H 1.17 5.04 2.10 0.0000
H 2.45 5.61 1.04 0.0000
H 2.72 3.23 2.97 0.0000
H 3.38 4.85 3.24 0.0000
H 3.99 3.85 1.92 0.0000
```

Energy relative to the best compared isomer or geometry (same formula, charge and spin): 44.7 kcal/mol
Spin multiplicity: 2
Energy: -3455.14964 a.u.
Max |F|: 0.0568 hartree/bohr
HOMO (spin up / spin down): -6.534 / -6.991 eV
Molar mass: 851.5 g mol⁻¹



Entry 3:
# C42H56O42

A cluster of 14 separate species, C42H56O42 in total (ωB97M-V/def2-TZVPD, the OMol25 dataset).

Structure (XYZ):
```
140
Properties=species:S:1:pos:R:3:lowdin_charge:R:1
C -5.68 -0.38 2.01 -0.1217
C -4.93 0.72 2.86 -0.0941
O -4.45 -0.06 3.93 0.0281
C -4.65 -1.40 3.68 -0.5120
O -4.11 -2.23 4.37 0.1346
O -5.26 -1.59 2.52 0.0914
H -5.44 -0.33 0.95 0.0980
H -6.75 -0.20 2.10 0.1349
H -5.62 1.48 3.21 0.1368
H -4.13 1.15 2.25 0.1106
C 5.01 -0.18 -1.10 -0.1357
C 6.02 0.60 -1.83 -0.0917
O 5.57 1.98 -1.62 0.0913
C 4.51 2.02 -0.80 -0.4942
O 3.83 3.01 -0.45 0.0849
O 4.12 0.77 -0.54 0.0476
H 5.56 -0.64 -0.28 0.1295
H 4.61 -0.89 -1.82 0.1165
H 5.98 0.27 -2.87 0.1243
H 7.01 0.36 -1.45 0.1386
C -1.86 -3.79 2.71 -0.0991
C -2.11 -3.75 1.15 -0.1215
O -1.57 -4.93 0.73 0.0829
C -0.68 -5.34 1.65 -0.5673
O 0.09 -6.25 1.48 0.1477
O -0.73 -4.64 2.79 0.0803
H -2.72 -4.14 3.28 0.1213
H -1.62 -2.84 3.19 0.0935
H -1.53 -2.91 0.78 0.1171
H -3.20 -3.73 1.09 0.1307
C -1.00 2.71 -3.77 -0.1588
C -1.17 4.12 -3.22 -0.0961
O -2.15 4.64 -4.08 0.1278
C -2.84 3.67 -4.57 -0.5572
O -3.82 3.87 -5.32 0.1161
O -2.23 2.49 -4.29 0.0526
H -0.70 2.06 -2.95 0.1239
H -0.22 2.61 -4.52 0.1114
H -0.24 4.65 -3.05 0.1224
H -1.47 4.09 -2.17 0.1263
C 2.31 1.75 -5.32 -0.1271
C 3.72 1.65 -4.82 -0.0870
O 3.67 0.52 -3.96 0.0579
C 2.42 0.22 -3.66 -0.4739
O 2.21 -0.66 -2.80 0.1187
O 1.55 1.01 -4.38 0.0488
H 2.19 1.31 -6.31 0.1408
H 1.91 2.76 -5.37 0.1352
H 3.97 2.53 -4.22 0.1383
H 4.43 1.50 -5.63 0.1435
C -7.02 -4.44 -0.45 -0.1072
C -7.80 -3.14 -0.91 -0.0876
O -6.86 -2.14 -0.64 0.0630
C -5.65 -2.63 -0.75 -0.5115
O -4.61 -1.97 -0.90 0.1120
O -5.72 -3.97 -0.55 0.0568
H -7.21 -5.32 -1.06 0.1334
H -7.24 -4.67 0.59 0.1292
H -8.60 -2.82 -0.24 0.1342
H -8.10 -3.14 -1.96 0.1366
C -1.50 -0.44 4.68 -0.1646
C -1.18 -1.38 5.78 -0.0884
O 0.26 -1.36 5.79 0.0953
C 0.68 -0.30 5.11 -0.5092
O 1.89 0.00 4.97 0.1016
O -0.37 0.32 4.59 0.0732
H -2.31 0.22 5.01 0.1405
H -1.61 -0.91 3.70 0.1152
H -1.39 -2.41 5.48 0.1301
H -1.69 -1.08 6.70 0.1439
C 2.96 -3.43 -1.22 -0.0751
C 1.99 -2.47 -0.42 -0.1717
O 0.79 -2.72 -0.95 0.0508
C 0.75 -3.84 -1.66 -0.5322
O -0.24 -4.21 -2.27 0.1316
O 2.00 -4.26 -1.82 0.0818
H 3.56 -3.99 -0.50 0.1265
H 3.52 -2.93 -2.00 0.1135
H 2.30 -1.43 -0.45 0.1059
H 1.83 -2.84 0.59 0.1273
C -2.24 -2.17 -3.15 -0.1072
C -1.77 -0.79 -3.18 -0.1295
O -2.96 -0.08 -3.40 0.0633
C -3.86 -0.83 -3.95 -0.5672
O -4.95 -0.41 -4.46 0.0654
O -3.41 -2.05 -3.94 0.1032
H -2.48 -2.38 -2.11 0.1237
H -1.49 -2.82 -3.61 0.1311
H -0.99 -0.58 -3.92 0.1375
H -1.36 -0.54 -2.21 0.1173
C 0.84 1.27 0.26 -0.0888
C 0.75 0.39 1.53 -0.1392
O -0.36 -0.45 1.39 0.0245
C -1.25 0.10 0.42 -0.3259
O -2.45 -0.26 0.26 0.1037
O -0.52 1.15 -0.25 0.0031
H 1.58 1.01 -0.50 0.1023
H 1.06 2.31 0.49 0.1027
H 0.70 1.11 2.34 0.1206
H 1.65 -0.21 1.69 0.1117
C 2.68 5.94 -0.08 -0.1275
C 1.61 5.10 -0.66 -0.1930
O 0.65 6.01 -1.07 0.0575
C 1.35 7.18 -1.26 -0.5567
O 0.82 8.13 -1.83 0.1246
O 2.55 7.12 -0.81 0.1251
H 3.61 5.44 -0.33 0.1237
H 2.60 6.11 1.00 0.1479
H 1.16 4.34 -0.03 0.1213
H 1.93 4.53 -1.54 0.1225
C 6.69 -3.13 1.74 -0.1650
C 6.78 -2.44 3.06 -0.1262
O 5.52 -1.95 3.29 0.1287
C 4.76 -2.20 2.29 -0.5339
O 3.53 -2.07 2.27 0.1290
O 5.38 -3.01 1.39 0.0652
H 6.96 -4.19 1.80 0.1424
H 7.32 -2.58 1.05 0.1335
H 7.47 -1.60 3.07 0.1333
H 7.14 -3.16 3.80 0.1414
C 3.82 1.33 3.10 -0.1629
C 4.42 1.45 4.49 -0.1003
O 5.80 1.35 4.16 0.0558
C 6.03 1.25 2.80 -0.4916
O 7.07 1.02 2.20 0.1154
O 4.85 1.41 2.17 0.0549
H 2.99 2.00 2.89 0.1321
H 3.33 0.36 3.03 0.0844
H 4.21 0.58 5.11 0.1186
H 4.02 2.32 5.02 0.1344
C -5.05 1.65 -1.11 -0.1212
C -3.98 2.37 -1.85 -0.0883
O -3.74 3.47 -0.94 0.0556
C -4.34 3.24 0.28 -0.5384
O -4.38 3.92 1.31 0.1154
O -4.92 2.11 0.18 0.0586
H -4.91 0.57 -1.09 0.1161
H -6.01 1.88 -1.59 0.1490
H -4.35 2.72 -2.82 0.1348
H -3.09 1.75 -1.97 0.1099
```

Energy relative to the best compared isomer or geometry (same formula, charge and spin): 109.9 kcal/mol
Energy: -4794.07572 a.u.
Max |F|: 0.1235 hartree/bohr
HOMO: -10.109 eV
Molar mass: 1232.9 g mol⁻¹



Entry 4:
# C42H57CuN8

A structure of composition C42H57CuN8 (ωB97M-V/def2-TZVPD, the OMol25 dataset).

Structure (XYZ):
```
108
Properties=species:S:1:pos:R:3:lowdin_spin:R:1
Cu 0.96 0.37 0.46 0.0046
C -2.79 5.31 1.32 0.0023
C -1.28 5.46 1.34 0.0042
C -0.59 4.35 0.60 0.0235
C -0.08 4.40 -0.64 -0.0168
C -0.03 5.51 -1.63 -0.0031
C -1.15 5.41 -2.66 -0.0004
C 0.47 3.03 -0.78 0.0550
N 0.32 2.26 0.25 0.0680
C -0.35 3.03 1.16 -0.0090
C -0.72 2.61 2.37 0.1236
C -0.47 1.26 2.92 0.0288
C -0.90 0.85 4.18 0.0439
C -1.66 1.66 5.19 0.0046
C -3.16 1.65 4.91 0.0026
C -0.48 -0.48 4.31 0.0388
C 0.18 -0.77 3.11 0.0334
C 0.79 -2.09 2.83 0.1077
C 1.42 -2.40 1.69 -0.0088
N 1.58 -1.55 0.64 0.0724
C 2.21 -2.25 -0.25 0.0399
C 2.65 -1.83 -1.59 0.0448
C 2.35 -0.59 -2.01 0.0700
N 1.68 0.40 -1.36 -0.0324
C 1.64 1.47 -2.22 0.0754
C 1.13 2.69 -2.05 0.0229
C 2.31 1.11 -3.47 0.0595
C 2.74 -0.14 -3.34 0.0655
C 3.51 -0.95 -4.34 0.0068
C 2.62 -1.89 -5.14 0.0036
C 2.47 2.02 -4.66 0.0059
C 1.21 2.10 -5.51 0.0031
C 2.54 -3.64 0.15 -0.0160
C 2.02 -3.68 1.38 0.0133
C 2.06 -4.84 2.33 0.0026
C 0.77 -5.66 2.31 0.0016
C 3.27 -4.67 -0.63 -0.0025
C 2.39 -5.36 -1.66 0.0001
N 0.18 0.27 2.28 0.0083
C -0.71 -1.39 5.48 0.0035
C -1.91 -2.30 5.27 0.0021
H -3.26 6.15 1.85 0.0001
H -3.12 4.39 1.81 0.0005
H -3.18 5.31 0.30 0.0001
H -0.92 5.51 2.37 0.0010
H -1.02 6.43 0.89 0.0004
H 0.94 5.54 -2.13 0.0001
H -0.12 6.47 -1.12 -0.0003
H -1.08 4.47 -3.23 0.0011
H -1.08 6.24 -3.37 -0.0001
H -2.13 5.45 -2.19 0.0000
H -1.25 3.29 3.02 0.0088
H -1.29 2.69 5.19 0.0009
H -1.48 1.27 6.19 0.0005
H -3.39 2.08 3.93 0.0003
H -3.69 2.25 5.67 0.0003
H -3.56 0.64 4.94 0.0001
H 0.71 -2.83 3.60 0.0076
H 3.18 -2.52 -2.20 0.0033
H 1.17 3.44 -2.82 0.0010
H 4.31 -1.52 -3.85 0.0016
H 4.04 -0.30 -5.05 0.0003
H 2.11 -2.61 -4.49 0.0000
H 3.22 -2.46 -5.86 0.0006
H 1.86 -1.34 -5.70 0.0000
H 3.29 1.68 -5.30 0.0003
H 2.77 3.02 -4.34 0.0015
H 0.92 1.11 -5.89 0.0000
H 1.38 2.75 -6.37 0.0005
H 0.36 2.50 -4.94 -0.0001
H 2.27 -4.50 3.35 0.0006
H 2.90 -5.51 2.08 0.0003
H -0.09 -5.05 2.61 0.0004
H 0.85 -6.50 3.01 0.0001
H 0.58 -6.06 1.31 0.0001
H 3.68 -5.44 0.03 -0.0002
H 4.14 -4.22 -1.13 0.0002
H 1.54 -5.86 -1.18 0.0000
H 2.96 -6.11 -2.21 -0.0001
H 1.98 -4.65 -2.39 0.0013
H -0.85 -0.80 6.39 0.0002
H 0.19 -2.00 5.64 0.0008
H -2.83 -1.72 5.13 0.0000
H -2.05 -2.95 6.14 0.0003
H -1.79 -2.94 4.39 0.0002
C -0.65 -0.45 -1.71 0.0000
N -1.92 -0.92 -2.25 0.0001
C -2.26 -2.19 -1.63 0.0003
N -2.38 -2.02 -0.18 0.0003
C -1.11 -1.54 0.35 0.0006
N -0.76 -0.27 -0.27 -0.0006
C -1.81 0.70 0.02 0.0003
N -3.08 0.23 -0.52 0.0001
C -2.96 0.05 -1.96 0.0004
C -3.42 -1.04 0.10 0.0001
H -0.35 0.49 -2.19 0.0004
H 0.16 -1.15 -1.95 0.0003
H -1.51 -2.95 -1.86 0.0004
H -3.20 -2.59 -2.05 0.0000
H -0.32 -2.28 0.18 -0.0001
H -1.17 -1.44 1.44 0.0006
H -1.55 1.68 -0.41 0.0002
H -1.89 0.88 1.10 0.0007
H -2.74 1.01 -2.45 0.0004
H -3.92 -0.26 -2.39 0.0000
H -4.39 -1.40 -0.26 0.0000
H -3.55 -0.92 1.18 0.0000
H 2.40 0.91 1.07 0.0081
```

Net charge: -1
Spin multiplicity: 2
Energy: -3713.08579 a.u.
Max |F|: 0.1163 hartree/bohr
HOMO (spin up / spin down): -1.523 / -3.708 eV
Molar mass: 737.5 g mol⁻¹



What is the molar mass in the fourth record?
737.5 g mol⁻¹



Which formula does entry 4 have?
C42H57CuN8